P.
DFT (ωB97M-V/def2-TZVPD) results for a 2-piece molecular cluster, C4H9N4O overall.

Structure (XYZ):
```
18
C4H9N4O, DFT ωB97M-V/def2-TZVPD
C 0.2803 0.8388 -0.0873
C 1.7713 -0.7932 -1.1570
C 0.3596 -1.4383 0.8682
C 1.1302 -0.2680 0.1422
N -2.1179 0.0858 0.5017
N -3.8740 -1.3498 0.5628
N -0.0683 1.9274 -0.1044
N -0.8124 2.9580 -0.2182
O -2.9903 -0.6547 0.5167
H 2.6576 -1.2603 -0.8630
H 2.0478 -0.0665 -1.9493
H 1.1317 -1.5847 -1.5484
H -0.3846 -1.7695 0.1526
H -0.1016 -1.0316 1.6345
H 0.9673 -2.2977 1.1029
H 2.0538 -0.0400 0.7971
H -1.6904 3.0604 0.3714
H -0.3602 3.6841 -0.7226
```

* total charge: +1
* LUMO energy (alpha / beta): -3.87 / -3.87 eV
* frontier orbital gap (alpha / beta): 10.3 / 10.3 eV

***

Q.
DFT (ωB97M-V/def2-TZVPD) results for a 2-piece molecular cluster, C4H9N4O overall.

Structure (XYZ):
```
18
C4H9N4O, DFT ωB97M-V/def2-TZVPD
C -0.2251 1.7496 -0.4823
C -1.2050 1.7960 0.4246
C 0.6636 -0.4237 -0.2004
C 1.6853 -2.4742 0.3204
N -3.5775 -2.3656 2.0601
N -2.6626 -2.1691 1.4816
N 0.1712 0.4489 -0.9955
N 0.0942 2.8650 -1.2589
O 1.1604 -1.5571 -0.6309
H -1.5444 2.7477 0.8739
H -1.6355 0.9804 0.8825
H 0.6703 -0.1633 0.8015
H 2.5437 -2.1415 0.8774
H 2.0328 -3.3258 -0.2979
H 0.8524 -2.8828 0.9628
H 0.3655 0.2812 -2.0209
H -0.2728 3.7743 -0.9712
H 0.8836 2.8601 -1.8270
```

* total charge: +1
* LUMO energy: -4.17 eV
* frontier orbital gap: 8.6 eV

***

The computed energies, referenced to the most stable structure and given in eV, are P 9.713; Q 0.000.